Record 1
{
  "formula": "C23H22N4O6",
  "method": "the ωB97M-V functional and the def2-TZVPD basis",
  "symbols": ["C", "O", "C", "C", "C", "C", "C", "C", "C", "C", "C", "O", "N", "C", "C", "O", "N", "C", "C", "C", "C", "C", "C", "N", "C", "C", "O", "O", "C", "C", "O", "N", "C", "H", "H", "H", "H", "H", "H", "H", "H", "H", "H", "H", "H", "H", "H", "H", "H", "H", "H", "H", "H", "H", "H"],
  "coordinates": [[-5.85, -1.62, 0.09], [-4.45, -1.83, 0.05], [-3.69, -0.99, -0.70], [-4.17, 0.09, -1.44], [-3.28, 0.89, -2.15], [-1.93, 0.63, -2.13], [-1.43, -0.46, -1.40], [0.00, -0.74, -1.41], [0.53, -2.03, -1.10], [1.87, -2.21, -1.12], [2.76, -1.11, -1.39], [3.98, -1.13, -1.32], [2.10, 0.06, -1.75], [2.89, 1.20, -2.15], [3.92, 1.66, -1.11], [5.01, 2.06, -1.43], [3.52, 1.62, 0.19], [2.21, 1.38, 0.68], [1.22, 2.34, 0.51], [-0.06, 2.12, 0.99], [-0.36, 0.91, 1.63], [0.64, -0.04, 1.82], [1.93, 0.18, 1.35], [2.96, -0.74, 1.49], [2.87, -2.07, 1.82], [4.21, -2.76, 1.66], [1.86, -2.62, 2.18], [-1.61, 0.63, 2.10], [-2.61, 1.52, 1.64], [-2.10, 2.96, 1.70], [-0.99, 3.11, 0.84], [0.80, 0.23, -1.75], [-2.32, -1.25, -0.68], [-6.09, -0.64, 0.51], [-6.24, -2.40, 0.73], [-6.29, -1.71, -0.91], [-5.23, 0.31, -1.48], [-3.66, 1.72, -2.71], [-1.24, 1.24, -2.68], [-0.13, -2.85, -0.88], [2.33, -3.17, -0.91], [2.20, 2.02, -2.36], [3.46, 0.96, -3.05], [4.21, 1.95, 0.85], [1.44, 3.27, 0.01], [0.39, -0.96, 2.32], [3.84, -0.44, 1.09], [4.59, -2.61, 0.65], [4.09, -3.82, 1.85], [4.92, -2.35, 2.37], [-3.47, 1.37, 2.30], [-2.88, 1.28, 0.61], [-2.86, 3.66, 1.35], [-1.81, 3.21, 2.73], [-1.98, -2.07, -0.07]],
  "homo_lumo_gap_ha": 0.2926,
  "total_charge": 0,
  "lumo_ev": -0.014,
  "e_homo_ev": -7.98,
  "de_lowest_kcal_mol": 47.9,
  "smiles": "COc1cccc(-c2ccc(=O)n(CC(=O)Nc3cc4c(cc3NC(C)=O)OCCO4)n2)c1"
}

---

Record 2
{
  "formula": "C23H22N5S7SeYb",
  "method": "the ωB97M-V functional and the def2-TZVPD basis",
  "symbols": ["Yb", "S", "C", "S", "C", "C", "S", "S", "S", "S", "C", "N", "C", "C", "C", "C", "H", "H", "H", "H", "H", "Se", "N", "C", "C", "C", "C", "N", "C", "N", "H", "H", "H", "C", "C", "C", "C", "N", "H", "H", "H", "H", "H", "H", "H", "H", "H", "S", "C", "C", "C", "C", "C", "C", "H", "H", "H", "H", "H"],
  "coordinates": [[12.64, 11.08, 5.13], [19.00, 15.27, 4.36], [17.86, 14.04, 4.30], [16.59, 14.05, 3.15], [15.69, 12.69, 3.82], [16.25, 12.05, 4.87], [15.63, 10.79, 5.86], [17.80, 12.70, 5.40], [14.13, 12.32, 3.16], [12.39, 12.16, 7.93], [13.26, 13.56, 7.62], [14.55, 13.49, 7.19], [15.29, 14.60, 6.94], [14.82, 15.86, 7.14], [13.44, 15.97, 7.53], [12.71, 14.85, 7.79], [14.91, 12.56, 6.99], [16.33, 14.41, 6.56], [15.44, 16.71, 6.84], [12.98, 16.95, 7.55], [11.68, 14.92, 8.00], [10.47, 5.10, 7.14], [10.64, 5.54, 5.39], [11.71, 6.34, 5.21], [12.92, 5.74, 4.82], [14.00, 6.50, 4.57], [13.88, 7.87, 4.82], [12.73, 8.51, 5.07], [11.64, 7.75, 5.20], [10.36, 8.31, 5.26], [12.82, 4.68, 4.69], [14.94, 6.06, 4.31], [14.80, 8.52, 4.68], [7.93, 8.80, 5.61], [8.85, 9.99, 5.38], [8.47, 10.73, 4.10], [8.94, 10.96, 6.55], [10.26, 9.54, 5.13], [6.94, 9.27, 5.70], [8.16, 8.22, 6.51], [7.89, 8.19, 4.73], [7.43, 11.07, 4.10], [8.64, 10.05, 3.26], [9.18, 11.56, 3.95], [7.98, 11.48, 6.74], [9.70, 11.70, 6.35], [9.22, 10.43, 7.46], [10.93, 13.46, 4.45], [9.50, 14.13, 5.28], [8.52, 14.76, 4.51], [7.39, 15.31, 5.12], [7.23, 15.29, 6.50], [8.21, 14.65, 7.30], [9.30, 14.08, 6.67], [8.61, 14.76, 3.44], [6.60, 15.69, 4.54], [6.32, 15.70, 6.96], [8.05, 14.60, 8.39], [10.00, 13.52, 7.28]],
  "homo_lumo_gap_ha": 0.2220,
  "total_charge": -2,
  "lumo_ev": 4.013,
  "e_homo_ev": -2.03,
  "de_lowest_kcal_mol": 0.0,
  "spin_multiplicity": 2
}

---

Record 3
{
  "formula": "C23H22NO5PtSi",
  "method": "the ωB97M-V functional and the def2-TZVPD basis",
  "symbols": ["Pt", "O", "C", "O", "C", "C", "C", "C", "C", "N", "C", "O", "O", "H", "H", "H", "C", "C", "C", "C", "Si", "O", "C", "C", "C", "C", "C", "C", "C", "C", "C", "C", "C", "C", "H", "H", "H", "H", "H", "H", "H", "H", "H", "H", "H", "H", "H", "H", "H", "H", "H", "H", "H"],
  "coordinates": [[-0.39, 0.62, -1.67], [0.79, 4.13, -3.84], [0.49, 3.04, -3.39], [-0.53, 2.71, -2.74], [1.46, 1.86, -3.68], [2.67, 2.00, -4.34], [3.42, 0.86, -4.61], [2.91, -0.38, -4.24], [1.70, -0.44, -3.56], [1.02, 0.67, -3.29], [0.99, -1.72, -3.08], [1.48, -2.80, -3.36], [-0.08, -1.50, -2.44], [2.99, 2.99, -4.63], [4.37, 0.95, -5.10], [3.45, -1.30, -4.44], [0.77, 2.22, 2.74], [-0.45, 1.31, 2.94], [-0.10, 0.28, 4.01], [-1.62, 2.17, 3.40], [-0.86, 0.53, 1.23], [-0.99, 1.64, 0.13], [0.61, -0.61, 0.75], [1.63, -0.09, -0.04], [2.64, -0.91, -0.53], [2.65, -2.26, -0.23], [1.67, -2.78, 0.60], [0.65, -1.97, 1.07], [-2.39, -0.62, 1.16], [-2.92, -1.37, 2.20], [-4.04, -2.17, 2.02], [-4.66, -2.22, 0.79], [-4.14, -1.49, -0.27], [-3.02, -0.71, -0.08], [1.05, 2.72, 3.67], [0.54, 2.98, 2.00], [1.62, 1.65, 2.39], [0.26, 0.77, 4.92], [0.67, -0.40, 3.66], [-0.97, -0.31, 4.28], [-1.40, 2.66, 4.36], [-2.52, 1.57, 3.53], [-1.83, 2.93, 2.66], [1.68, 0.99, -0.20], [3.41, -0.49, -1.17], [3.40, -2.91, -0.65], [1.68, -3.83, 0.86], [-0.13, -2.38, 1.70], [-2.45, -1.33, 3.18], [-4.43, -2.75, 2.85], [-5.54, -2.84, 0.65], [-4.63, -1.53, -1.23], [-2.60, -0.14, -0.92]],
  "homo_lumo_gap_ha": [0.2997, 0.2801],
  "total_charge": -1,
  "lumo_ev": [2.765, 1.651],
  "e_homo_ev": [-5.39, -5.97],
  "spin_multiplicity": 3
}

---

Record 4
{
  "formula": "C23H23Br2N6O7Sc",
  "method": "the ωB97M-V functional and the def2-TZVPD basis",
  "symbols": ["Sc", "O", "C", "C", "C", "N", "C", "Br", "C", "H", "H", "H", "H", "Br", "C", "C", "C", "C", "C", "N", "C", "O", "O", "H", "H", "H", "O", "C", "O", "C", "O", "O", "N", "C", "N", "C", "C", "C", "C", "C", "H", "H", "H", "H", "H", "H", "H", "H", "H", "H", "C", "C", "N", "C", "C", "N", "H", "H", "H", "H", "H", "H"],
  "coordinates": [[0.38, 0.84, -1.36], [-2.32, 4.96, 2.91], [-1.72, 4.10, 2.07], [-2.43, 3.26, 1.20], [-1.71, 2.42, 0.38], [-0.37, 2.36, 0.37], [0.27, 3.17, 1.19], [2.16, 3.07, 1.20], [-0.34, 4.05, 2.07], [-3.28, 4.89, 2.83], [-3.51, 3.25, 1.16], [-2.21, 1.75, -0.30], [0.24, 4.68, 2.73], [-0.45, 0.46, 3.62], [-1.49, -0.76, 2.58], [-2.17, -1.78, 3.22], [-2.95, -2.61, 2.43], [-3.01, -2.38, 1.06], [-2.25, -1.35, 0.53], [-1.51, -0.54, 1.29], [-2.25, -1.08, -0.98], [-3.11, -1.58, -1.68], [-1.34, -0.27, -1.36], [-2.11, -1.90, 4.30], [-3.51, -3.41, 2.89], [-3.61, -2.99, 0.40], [3.37, -0.38, -3.72], [2.50, 0.21, -3.14], [1.46, -0.35, -2.54], [2.46, 1.77, -2.98], [2.94, 2.51, -3.80], [1.80, 2.12, -1.90], [1.45, -0.21, 0.33], [2.17, -0.93, 0.87], [2.98, -1.75, 1.48], [3.80, -2.66, 0.65], [3.64, -4.09, 1.16], [2.21, -4.31, 1.64], [1.92, -3.46, 2.89], [2.72, -2.16, 2.86], [4.84, -2.32, 0.70], [3.46, -2.56, -0.38], [4.35, -4.29, 1.97], [3.89, -4.77, 0.35], [2.03, -5.36, 1.85], [1.52, -4.03, 0.84], [2.19, -4.01, 3.80], [0.85, -3.25, 2.96], [3.69, -2.26, 3.34], [2.20, -1.34, 3.36], [-1.74, 0.25, -4.32], [-1.59, 1.66, -3.88], [-0.88, 2.11, -2.87], [-1.01, 3.48, -2.86], [-1.82, 3.86, -3.88], [-2.18, 2.70, -4.52], [-0.84, -0.31, -4.07], [-1.88, 0.22, -5.40], [-2.57, -0.23, -3.82], [-0.47, 4.08, -2.15], [-2.14, 4.83, -4.21], [-2.75, 2.61, -5.34]],
  "homo_lumo_gap_ha": 0.3084,
  "total_charge": 0,
  "lumo_ev": 0.154,
  "e_homo_ev": -8.24,
  "de_lowest_kcal_mol": 0.5
}

---

| no. | E_tot (Eh) |
| --- | --- |
| 1 | -1560.1503 |
| 2 | -7510.9919 |
| 3 | -1729.5422 |
| 4 | -7654.5180 |